Record 1
Computed, not measured: C8H8P2 in the gas phase at a distorted geometry, with wB97M-V/def2-TZVPD.

Geometry as XYZ:
```
18
Properties=species:S:1:pos:R:3:lowdin_charge:R:1
P -0.68 1.93 1.62 0.90
P -2.37 -0.62 0.69 0.87
C -0.19 0.24 -2.51 -0.14
H -0.88 0.48 3.37 0.01
C -0.98 -0.81 -1.91 -0.19
H -0.82 -1.74 -2.39 0.09
H 1.40 1.57 -2.73 0.11
C 0.63 1.13 -2.06 -0.12
C 0.48 1.87 0.44 -0.34
H -0.14 -1.48 1.28 0.10
H -1.22 -1.86 2.51 0.06
C 1.02 1.70 -0.76 -0.18
C -1.65 -0.77 -0.79 -0.36
H 0.59 0.16 2.61 0.07
H 1.90 2.17 -0.81 0.04
H 0.08 -0.01 -3.61 0.14
C -0.47 0.30 2.46 -0.55
C -1.01 -0.99 1.87 -0.51
```

ΔE to the lowest compared entry with this formula, charge and spin	299.14	kJ/mol
charge	0
highest occupied orbital energy	-8.59	eV
Kohn-Sham gap	8.4	eV



Record 2
Computed, not measured: a molecular structure, C17H16Cl5N4OSTi, with wB97M-V/def2-TZVPD.

Geometry as XYZ:
```
45
Properties=species:S:1:pos:R:3:lowdin_charge:R:1
C -3.11 0.89 0.98 -0.88
C 3.26 0.89 -1.95 -0.12
H 3.99 0.56 -2.68 0.08
H -0.53 4.06 1.23 0.07
C 2.08 0.25 -1.84 -0.20
Cl 1.66 -2.85 -0.80 0.72
C -1.91 0.61 -2.25 -0.23
C 0.17 3.26 1.54 -0.05
H 1.15 3.73 1.62 0.06
Ti -0.65 -0.46 -0.72 0.75
N -2.05 1.67 0.97 -0.04
C 1.29 -3.54 3.09 -0.72
C 1.30 1.74 -0.16 -0.24
Cl 0.00 -2.39 5.16 0.63
C 1.65 -3.63 1.76 -0.71
N 1.09 0.58 -0.94 -0.05
Cl 1.96 -4.63 4.26 0.64
C -0.55 -1.81 -3.91 -0.05
O -1.31 -2.18 -1.69 -0.16
H -0.12 2.93 2.54 0.07
S -3.10 -0.64 0.30 0.72
Cl -1.15 -0.41 3.14 0.67
H -1.30 1.05 -3.05 0.00
H 4.50 2.48 -1.08 0.09
H -2.37 1.44 -1.69 -0.03
C 0.15 -1.76 1.16 -0.18
H -2.11 2.61 1.32 0.14
H 2.77 3.22 0.47 0.09
C 2.58 2.39 -0.20 -0.06
H -0.70 -2.88 -4.07 0.08
H 0.39 -1.48 -4.35 0.07
N -0.85 1.24 0.45 -0.14
H -4.96 0.73 1.70 0.07
C 0.22 2.12 0.58 -0.32
C -0.62 -1.48 -2.46 -0.50
H -1.36 -1.26 -4.40 0.08
H -2.72 0.01 -2.68 -0.01
C 3.54 1.98 -1.06 -0.12
C 1.09 -2.74 0.85 -0.66
Cl 2.79 -4.84 1.26 0.63
N -4.24 1.43 1.60 0.06
H 1.86 -0.59 -2.48 0.06
C 0.41 -2.54 3.48 -0.71
H -4.05 1.91 2.47 0.09
C -0.12 -1.68 2.52 -0.67
```

ΔE to the lowest compared entry with this formula, charge and spin	4.19	kJ/mol
charge	-1
highest occupied orbital energy	-2.55	eV
Kohn-Sham gap	5.0	eV



Record 3
Computed, not measured: 6 unconnected molecules or ions with the total composition C25H34BrN10O2 at a distorted geometry, with wB97M-V/def2-TZVPD.

Geometry as XYZ:
```
72
Properties=species:S:1:pos:R:3:lowdin_charge:R:1
H 0.26 3.60 -3.73 0.11
C -1.25 -2.22 1.22 -0.11
C -3.47 -1.14 -3.45 -0.11
H -5.87 -5.01 -0.33 0.11
H 4.56 1.06 1.09 0.09
H -1.73 -2.03 7.88 0.11
C -0.95 -1.62 7.26 -0.14
H -3.92 -3.45 2.74 0.11
H -0.49 2.53 -2.02 0.10
C -3.14 -3.03 2.12 -0.13
O 0.01 2.86 -1.26 0.10
N -3.01 1.00 -3.82 0.00
N 2.87 3.34 -3.52 0.08
H -2.63 1.83 -4.23 0.14
C 6.00 1.03 2.80 -0.11
C -0.05 -0.76 5.40 -0.15
H 4.98 -1.41 1.01 0.14
C 6.69 -0.08 3.35 -0.10
H -3.48 -2.21 -3.55 0.10
H 2.36 2.54 -3.88 0.12
H 6.42 0.63 -1.29 0.08
H -6.73 -1.62 -2.69 0.10
Br 4.13 0.37 -3.29 0.92
H -2.17 -0.46 -5.13 0.11
H -2.22 -1.83 -0.76 0.09
C -1.82 -2.76 2.39 -0.12
C 0.36 -1.35 7.53 -0.11
O 1.33 4.55 -0.81 0.14
C 5.92 3.66 -1.87 -0.01
C 0.72 3.98 -1.65 -0.52
H 6.72 4.22 -1.37 0.17
N 4.69 2.05 -2.76 -0.40
N 5.43 -0.80 1.68 -0.01
H -2.09 -1.33 5.50 0.14
H 6.61 -2.22 2.73 0.11
C 2.19 4.65 -3.63 -0.13
N -1.20 -1.25 5.97 0.00
H 2.22 5.09 -4.65 0.13
N -5.95 -3.25 -1.53 -0.01
N 4.79 4.26 -2.39 0.17
H -0.23 -1.90 1.08 0.09
C -4.13 -0.36 -2.47 -0.13
N 5.82 2.35 -2.09 -0.18
C -2.24 -2.17 0.27 -0.14
H -4.27 -2.74 0.36 0.11
H -9.12 -2.76 -2.10 0.09
H 2.62 5.39 -2.92 0.13
H -4.13 1.86 -2.22 0.11
C -2.79 -0.28 -4.27 -0.14
N 6.85 1.51 -1.62 0.15
H 1.96 -0.49 6.21 0.09
H -4.97 -3.04 -1.60 0.11
H 7.17 1.95 -0.75 0.11
C -7.85 -4.24 -1.00 -0.10
C 4.05 3.27 -2.92 -0.38
H -4.75 -0.72 -1.66 0.08
C -6.49 -4.30 -0.85 -0.14
H 0.86 -1.53 8.47 0.09
N -3.39 -2.66 0.83 0.01
H 0.18 5.39 -3.23 0.14
C 6.32 -1.19 2.64 -0.13
H 7.39 -0.06 4.17 0.10
C -3.83 0.96 -2.72 -0.13
H -0.04 -0.42 4.38 0.10
H -1.32 -2.94 3.33 0.08
C -8.14 -3.10 -1.80 -0.10
C 5.23 0.56 1.77 -0.17
H -8.57 -4.94 -0.58 0.09
H 6.06 2.06 3.12 0.09
C 0.71 4.43 -3.13 -0.06
C 0.93 -0.81 6.35 -0.12
C -6.95 -2.51 -2.11 -0.14
```

charge	+1
highest occupied orbital energy	-9.42	eV
Kohn-Sham gap	4.6	eV



Record 4
Computed, not measured: a molecular structure, C16H22BN7Ti at a distorted geometry, with wB97M-V/def2-TZVPD.

Geometry as XYZ:
```
47
Properties=species:S:1:pos:R:3:lowdin_spin:R:1
H -2.32 -1.51 -0.90 0.01
H -2.33 -1.27 2.13 0.00
H 4.13 0.67 0.34 0.00
H 3.44 -0.45 1.86 0.00
N -5.94 3.08 -2.13 0.01
H 4.02 -2.38 0.16 0.00
H -2.88 0.88 -0.67 0.00
C -1.40 1.55 -2.84 0.02
H 1.51 4.15 2.78 0.00
H -0.61 3.88 -0.47 0.00
B 3.16 0.16 0.85 0.00
C -1.96 -1.70 1.20 0.00
H 1.28 1.48 -2.66 0.00
N 2.19 1.37 1.23 0.01
N 1.44 -0.82 -0.94 0.02
N 0.83 1.29 1.31 0.02
H 2.63 -3.78 -1.76 0.00
C -4.80 2.92 -2.11 0.00
H -0.11 -1.20 2.01 0.00
C 0.82 1.99 -1.82 -0.02
H -0.96 0.84 -3.54 0.00
N -0.51 -1.41 1.11 0.01
N 2.53 -0.94 -0.14 0.01
C 3.12 -2.12 -0.37 0.01
C -1.21 3.26 -1.12 0.02
H 0.56 -2.07 -2.37 0.00
C 1.51 3.21 2.27 0.00
H -0.63 2.55 2.13 0.00
H 3.65 2.73 1.83 0.00
C 2.41 -2.81 -1.34 0.00
N -2.32 0.37 0.02 0.02
C -3.38 2.71 -2.07 0.03
H -3.75 -1.23 0.08 0.00
C -2.76 1.79 -2.91 0.00
C 2.60 2.51 1.79 0.01
H -2.17 -2.77 1.25 0.00
C 1.37 -1.94 -1.66 0.01
C -2.68 -1.07 0.03 0.01
C -2.56 3.45 -1.19 0.00
H 1.46 2.72 -1.33 0.00
H 0.00 -2.21 0.74 0.00
C 0.42 2.40 1.95 0.02
H -3.02 4.22 -0.57 0.00
H -3.36 1.24 -3.63 0.00
C -0.54 2.27 -1.93 0.01
H -2.60 0.76 0.92 0.00
Ti -0.09 0.50 -0.39 1.71
```

⟨S²⟩	2.009
ΔE to the lowest compared entry with this formula, charge and spin	110.80	kJ/mol
spin multiplicity	3
charge	0
highest occupied orbital energy (alpha / beta)	-6.01 / -7.04	eV
Kohn-Sham gap (alpha / beta)	6.1 / 7.1	eV



> Among the records above, which one has the lowest charge?

C17H16Cl5N4OSTi